A | Here is 4 unconnected molecules or ions with the total composition C3H16N2O3 from OMol25. Energies are from wB97M-V/def2-TZVPD.

Element x y z (Å)
N: 0.66850 -1.62514 -0.10289
C: 1.53469 -0.53843 0.38440
C: 2.90388 -1.05352 0.90584
C: 1.76775 0.56789 -0.65601
N: 0.64800 0.92898 -1.48607
H: 1.14070 -2.13841 -0.84234
H: 0.54919 -2.25799 0.63280
H: 0.99263 -0.11154 1.22627
H: 3.33020 -0.41525 1.67609
H: 2.75952 -2.04458 1.32278
H: 3.55309 -1.14929 0.03616
H: 2.63540 0.31152 -1.26705
H: 2.10074 1.43702 -0.07284
H: -0.25434 0.69770 -1.12585
H: 0.72181 0.64666 -2.43887
H: -1.24475 -0.92625 -0.54123
H: -1.96718 -1.56073 -1.73411
O: -2.09241 -0.92789 -1.02642
H: 0.11061 1.95979 1.01322
H: -1.35368 2.19901 1.48822
O: -0.68162 1.53783 1.34250
H: -3.81385 0.40507 -0.13384
H: -3.09108 0.96638 1.16493
O: -3.83690 1.04145 0.57584

As for the SMILES: C[C@H](N)CN.O.O.O. The value obtained for the HOMO energy is -9.0 eV.

Löwdin population analysis, charges in e, atoms 1 to 4:
1 N 0.04
2 C -0.43
3 C -0.06
4 C -0.27

---

B | Here is 5 unconnected molecules or ions with the total composition C3H16N2O3 from OMol25. Energies are from wB97M-V/def2-TZVPD.

Element x y z (Å)
N: 0.33743 -1.23231 -0.30831
C: 1.00477 -0.25736 -0.90881
C: 2.51404 -0.64512 -1.14415
C: 1.13026 1.21690 -0.24907
N: -0.17030 1.70575 0.10482
H: 1.00330 -1.12673 2.05430
H: -0.64586 -1.07874 -0.04380
H: 0.50327 0.10626 -1.88160
H: 3.12359 0.10333 -1.68826
H: 2.47179 -1.61696 -1.67201
H: 2.72675 -0.76976 -0.06038
H: 1.59157 1.05670 0.74505
H: 1.65031 1.98317 -0.82451
H: -0.69595 1.00320 0.76492
H: -0.19361 2.69954 0.31374
H: 0.64475 -0.97982 1.38652
H: -1.81263 0.72509 2.61975
O: -1.51689 0.38080 1.77784
H: -1.44461 0.98314 -1.01486
H: -2.37622 -0.14288 -1.14026
O: -2.09661 0.62721 -1.66683
H: -3.12889 -2.16534 1.17216
H: -2.11654 -0.87670 1.04361
O: -2.50373 -1.69939 0.62013

The value obtained for the HOMO energy is -8.8 eV.

Löwdin population analysis, charges in e, atoms 1 to 4:
1 N 0.22
2 C -0.47
3 C -0.05
4 C -0.18

---

If you had to bet on the most stable structure above, which would it be? Bet on A.